Entry 1:
The following is a DFT calculation (ωB97M-V/def2-TZVPD) of a structure of composition C31H44MoN6O6P2.

The geometry in XYZ format:
```
90
Properties=species:S:1:pos:R:3
Mo -0.030 -0.130 -0.002
C -4.900 -2.473 -1.140
N -3.883 -3.402 -0.428
C -4.277 -3.492 1.060
N -4.325 -2.187 1.629
C -5.291 -1.341 0.917
N -4.931 -1.205 -0.497
C -3.734 -0.401 -0.709
P -2.296 -1.225 0.124
C -2.471 -2.909 -0.605
C -3.023 -1.557 1.794
H -5.863 -2.976 -1.061
H -4.595 -2.410 -2.183
H -3.944 -4.334 -0.847
H -3.546 -4.134 1.548
H -5.258 -3.964 1.084
H -5.326 -0.357 1.381
H -6.279 -1.792 0.992
H -3.876 0.602 -0.305
H -3.517 -0.311 -1.775
H -1.796 -3.614 -0.117
H -2.225 -2.878 -1.666
H -3.132 -0.616 2.335
H -2.346 -2.203 2.355
C 0.990 5.730 -2.739
N 0.153 4.570 -2.373
N 0.609 3.554 -1.583
C -0.422 2.711 -1.407
O -0.260 1.582 -0.702
C -1.528 3.165 -2.084
C -1.126 4.357 -2.694
C -1.891 5.301 -3.557
C 1.947 3.531 -1.045
C 3.004 3.284 -1.905
C 4.295 3.351 -1.404
C 4.506 3.665 -0.067
C 3.430 3.909 0.777
C 2.131 3.840 0.291
H 1.793 5.828 -2.016
H 0.360 6.613 -2.700
H 1.394 5.593 -3.739
H -2.502 2.712 -2.138
H -2.862 4.879 -3.801
H -1.358 5.505 -4.485
H -2.050 6.248 -3.038
H 2.825 3.063 -2.951
H 5.137 3.186 -2.064
H 5.517 3.749 0.311
H 3.604 4.207 1.803
H 1.283 4.092 0.916
C -1.539 -2.130 5.272
C -1.091 -0.787 4.782
O 0.053 -0.981 3.834
P 0.432 -0.381 2.474
O 0.620 -1.654 1.422
C 1.803 -2.606 1.416
C 1.487 -3.803 2.262
O 1.900 0.111 2.567
C 2.480 1.100 3.536
C 2.785 0.452 4.857
H -2.306 -1.981 6.035
H -0.714 -2.669 5.735
H -1.966 -2.745 4.479
H -0.687 -0.172 5.580
H -1.863 -0.222 4.261
H 2.651 -2.027 1.771
H 1.942 -2.845 0.365
H 1.419 -3.550 3.319
H 2.296 -4.525 2.141
H 0.562 -4.287 1.946
H 1.779 1.931 3.610
H 3.372 1.435 3.019
H 1.889 0.217 5.428
H 3.379 1.153 5.446
H 3.378 -0.452 4.723
O -0.664 -2.502 -3.020
C 0.381 -2.007 -2.727
N 0.569 -1.131 -1.588
C 1.893 -0.684 -1.577
O 2.151 0.106 -0.649
C 2.637 -1.294 -2.661
C 3.969 -1.211 -3.027
C 4.361 -1.947 -4.142
C 3.445 -2.724 -4.853
C 2.102 -2.804 -4.475
C 1.721 -2.081 -3.369
H 4.677 -0.608 -2.474
H 5.393 -1.919 -4.466
H 3.785 -3.281 -5.716
H 1.399 -3.413 -5.028
```

Summary:
lowest unoccupied orbital energy (spin up / spin down): -12.70 / -12.56 eV
highest occupied orbital energy (spin up / spin down): -0.692 / -0.692 Ha
⟨S²⟩: 2.0228
HOMO-LUMO gap (spin up / spin down): 6.127 / 6.269 eV
spin multiplicity: 3
total charge: +4

For each atom in turn, the Mulliken charge in e is: Mo -0.61; C -0.73; N 0.08; C -0.76; N 0.21; C -0.91; N 0.25; C -1.12; P 2.96; C -1.44; C -0.77; H 0.35; H 0.39; H 0.38; H 0.35; H 0.38; H 0.36; H 0.32; H 0.47; H 0.40; H 0.47; H 0.73; H 0.46; H 0.07; C -0.92; N 0.01; N 0.90; C 0.14; O -0.88; C -0.70; C 0.32; C -1.61; C -0.78; C 0.09; C -0.90; C -0.55; C -0.90; C 0.08; H 0.39; H 0.41; H 0.33; H 0.55; H 0.38; H 0.39; H 0.38; H 0.62; H 0.52; H 0.49; H 0.59; H 0.61; C -1.20; C -0.16; O -0.13; P 0.21; O 0.06; C -0.26; C -1.20; O 0.01; C -0.20; C -1.16; H 0.44; H 0.36; H 0.25; H 0.43; H 0.28; H 0.27; H 0.30; H 0.35; H 0.46; H 0.27; H 0.39; H 0.27; H 0.23; H 0.45; H 0.30; O -0.67; C 0.34; N 0.87; C 0.04; O -0.38; C 0.82; C -0.46; C -0.71; C -0.56; C -0.48; C -0.15; H 0.60; H 0.49; H 0.46; H 0.56



Entry 2:
The following is a DFT calculation (ωB97M-V/def2-TZVPD) of a structure of composition C31H44N7O3STi.

The geometry in XYZ format:
```
87
Properties=species:S:1:pos:R:3
Ti -0.083 -0.764 -0.776
C -2.905 -2.576 -0.196
N -1.500 -2.299 0.039
C -0.884 -3.082 0.883
C 0.465 -2.865 1.211
C 1.325 -3.490 2.122
C 2.538 -2.813 2.033
C 2.368 -1.814 1.065
N 1.126 -1.842 0.563
C -3.844 -1.835 0.741
C -5.213 -1.823 0.462
C -6.115 -1.246 1.346
C -5.661 -0.667 2.528
C -4.299 -0.661 2.806
C -3.394 -1.234 1.913
H -3.102 -3.648 -0.086
H -3.157 -2.334 -1.232
H -1.416 -3.911 1.352
H 1.082 -4.321 2.766
H 3.435 -3.003 2.601
H 3.088 -1.079 0.733
H -5.579 -2.296 -0.442
H -7.174 -1.269 1.125
H -6.364 -0.242 3.232
H -3.938 -0.225 3.729
H -2.336 -1.223 2.140
N -4.390 1.514 0.368
C -3.308 1.584 -0.681
C -3.708 0.692 -1.842
C -2.656 0.705 -2.947
N -1.490 -0.162 -2.597
C -2.270 2.137 -3.327
C -1.994 3.096 -2.169
N -0.735 2.746 -1.516
C -3.115 3.023 -1.128
H -4.408 0.591 0.824
H -5.314 1.681 -0.034
H -4.238 2.210 1.099
H -2.405 1.216 -0.194
H -4.648 1.061 -2.269
H -3.885 -0.329 -1.503
H -3.121 0.271 -3.834
H -0.708 0.104 -3.196
H -1.720 -1.098 -2.925
H -3.095 2.546 -3.914
H -1.409 2.121 -4.001
H -1.990 4.111 -2.580
H -0.470 3.456 -0.841
H 0.019 2.708 -2.194
H -4.042 3.412 -1.563
H -2.858 3.660 -0.276
C 5.162 3.539 -2.178
O 4.711 3.781 -0.846
C 3.679 3.089 -0.378
C 3.304 3.394 0.953
C 2.249 2.749 1.510
C 1.498 1.768 0.803
C 0.314 1.235 1.374
C -0.095 1.579 2.778
O -0.484 0.484 0.741
C 1.917 1.436 -0.516
O 1.343 0.486 -1.223
C 2.991 2.123 -1.096
H 5.993 4.216 -2.337
H 4.371 3.754 -2.899
H 5.503 2.508 -2.290
H 3.870 4.141 1.492
H 1.969 2.999 2.524
H -0.316 2.643 2.875
H 0.703 1.344 3.482
H -0.979 1.001 3.037
H 3.273 1.853 -2.103
S 0.460 -2.556 -2.594
C 2.144 -2.869 -2.376
N 3.016 -1.890 -2.192
C 4.449 -2.113 -1.997
C 4.863 -3.387 -2.714
C 3.965 -4.527 -2.266
N 2.566 -4.126 -2.424
H 2.640 -0.954 -2.119
H 4.668 -2.186 -0.929
H 4.978 -1.249 -2.395
H 5.901 -3.621 -2.483
H 4.780 -3.250 -3.793
H 4.154 -4.779 -1.220
H 4.132 -5.420 -2.865
H 1.858 -4.830 -2.551
```

Summary:
lowest unoccupied orbital energy (spin up / spin down): -4.83 / -5.02 eV
highest occupied orbital energy (spin up / spin down): -0.458 / -0.458 Ha
⟨S²⟩: 0.7532
HOMO-LUMO gap (spin up / spin down): 7.622 / 7.455 eV
spin multiplicity: 2
total charge: +2

For each atom in turn, the Mulliken charge in e is: Ti 0.02; C -2.63; N 0.81; C 0.08; C -0.57; C -1.10; C -1.28; C -0.90; N 1.59; C 1.33; C -0.15; C -0.78; C -0.55; C -0.76; C -0.10; H 0.67; H 0.50; H 0.48; H 0.57; H 0.53; H 0.64; H 0.50; H 0.44; H 0.45; H 0.46; H 0.24; N 0.07; C 2.26; C -0.94; C -0.26; N -0.53; C -1.60; C -0.06; N -0.35; C -1.54; H -0.09; H 0.44; H 0.41; H -1.48; H 0.57; H 0.00; H 0.49; H 0.30; H 0.45; H 0.50; H 0.49; H 0.41; H 0.29; H 0.18; H 0.36; H 0.54; C -0.77; O -0.44; C 0.73; C -1.12; C -1.51; C 0.36; C 1.06; C -2.41; O 0.58; C 0.71; O -0.04; C -0.43; H 0.26; H 0.32; H 0.30; H 0.49; H 0.53; H 0.45; H 0.48; H 0.29; H 0.47; S -0.76; C 0.83; N 0.18; C -0.45; C -0.80; C -0.60; N -0.16; H -0.26; H 0.28; H 0.37; H 0.37; H 0.32; H 0.31; H 0.39; H 0.24



Number 1: E -74484.0698 eV. Number 2: E -83377.7516 eV.